{"formula": "C30H52BrN3P2RuS", "method": "ωB97M-V/def2-TZVPD", "de_lowest_ev": 0.960, "s_squared": 6.04, "lumo_energy_ha": [-0.445, -0.507], "e_tot_ev": -138417.2078, "spin_multiplicity": 5, "total_charge": 4, "homo_lumo_gap_ev": [6.44, 4.66], "symbols": ["N", "C", "C", "C", "C", "C", "C", "Ru", "P", "C", "C", "C", "C", "C", "C", "C", "Br", "H", "H", "H", "H", "H", "H", "H", "H", "H", "H", "P", "C", "C", "H", "H", "H", "H", "H", "C", "C", "H", "H", "H", "H", "H", "C", "C", "H", "H", "H", "H", "H", "C", "C", "H", "H", "H", "H", "H", "C", "C", "H", "H", "H", "H", "H", "C", "C", "H", "H", "H", "H", "H", "C", "C", "N", "C", "S", "N", "C", "C", "H", "H", "H", "H", "H", "H", "H", "H", "H", "H", "H", "H"], "coordinates": [[4.547, -8.832, -1.958], [3.396, -8.956, -1.269], [2.720, -7.851, -0.707], [3.239, -6.541, -0.893], [4.491, -6.454, -1.547], [5.094, -7.614, -2.074], [2.513, -5.337, -0.513], [-0.309, -0.183, 0.197], [-2.149, 3.667, -3.113], [2.863, -4.081, -0.897], [1.870, -3.056, -1.186], [2.194, -2.027, -2.122], [1.236, -1.074, -2.466], [0.162, -0.975, -1.584], [-0.324, -2.004, -0.711], [0.655, -3.056, -0.488], [-1.195, 0.722, -2.137], [1.599, -5.528, 0.047], [3.906, -3.819, -1.117], [1.775, -8.044, -0.192], [5.002, -5.509, -1.716], [2.990, -9.988, -1.194], [6.045, -7.559, -2.635], [3.237, -2.028, -2.485], [0.501, -3.772, 0.325], [1.297, -0.344, -3.271], [-1.380, -2.139, -0.451], [1.494, 0.939, 0.611], [-3.448, 2.502, -3.754], [-3.936, 2.844, -5.173], [-4.294, 2.568, -3.049], [-3.060, 1.469, -3.648], [-4.656, 2.091, -5.516], [-4.446, 3.815, -5.184], [-3.119, 2.899, -5.900], [-0.530, 3.184, -3.843], [0.206, 4.425, -4.349], [-0.696, 2.470, -4.661], [0.074, 2.647, -3.096], [1.145, 4.140, -4.838], [-0.410, 4.961, -5.080], [0.423, 5.103, -3.516], [-2.036, 3.534, -1.281], [-2.982, 4.535, -0.626], [-0.996, 3.703, -0.969], [-2.290, 2.503, -0.996], [-2.633, 4.774, 0.381], [-3.016, 5.469, -1.198], [-3.989, 4.110, -0.553], [1.320, 1.985, 2.115], [2.634, 2.255, 2.861], [0.567, 1.521, 2.780], [0.851, 2.918, 1.755], [2.973, 1.382, 3.438], [3.455, 2.557, 2.193], [2.466, 3.076, 3.572], [2.233, 2.121, -0.587], [3.342, 1.552, -1.463], [2.601, 2.983, -0.011], [1.416, 2.502, -1.213], [4.266, 1.377, -0.900], [3.043, 0.614, -1.944], [3.588, 2.259, -2.264], [2.775, -0.355, 0.956], [2.813, -0.968, 2.367], [3.753, 0.081, 0.671], [2.578, -1.155, 0.204], [2.804, -2.063, 2.274], [3.750, -0.681, 2.872], [1.964, -0.699, 3.022], [-2.752, 2.171, 6.088], [-2.590, 2.022, 4.594], [-1.844, 0.771, 4.253], [-1.988, 0.109, 3.089], [-0.721, -0.828, 2.434], [-3.261, 0.087, 2.586], [-4.338, -0.333, 3.502], [-5.696, -0.112, 2.855], [-3.089, 1.244, 6.553], [-3.499, 2.945, 6.289], [-1.827, 2.494, 6.564], [-3.537, 1.949, 4.059], [-2.032, 2.861, 4.151], [-0.918, 0.707, 4.684], [-3.355, -0.361, 1.675], [-4.195, -1.405, 3.755], [-4.209, 0.266, 4.411], [-5.861, -0.720, 1.957], [-6.452, -0.371, 3.600], [-5.807, 0.945, 2.601]], "atomic_forces_ev_per_a": [[1.035, 1.299, -0.100], [0.353, -0.406, -0.278], [-0.001, 1.800, 0.245], [-0.228, -1.510, 0.863], [-0.405, 0.752, -0.091], [0.144, -2.886, -0.803], [0.187, 0.276, 0.098], [-2.181, 1.853, 1.675], [0.394, -2.206, 0.113], [0.303, -0.918, -0.068], [-0.774, 0.985, 1.560], [-0.318, -0.160, -0.286], [1.125, -0.067, 0.426], [-1.789, -0.461, -1.375], [2.046, -2.250, -1.191], [-0.454, 0.892, -0.261], [1.011, -2.738, 0.798], [-0.249, 0.078, -0.686], [-0.460, -0.338, -0.497], [0.283, 0.266, -0.140], [-0.106, -0.145, 0.220], [0.197, 0.831, -0.086], [-0.535, -0.021, 0.480], [-0.896, 0.111, -0.408], [-0.304, 0.064, -0.570], [0.544, -0.164, 0.237], [0.073, -0.061, 0.026], [2.855, 0.959, 1.481], [-0.678, 0.647, 0.300], [0.033, 0.076, -0.115], [0.256, 0.066, -0.175], [0.047, 0.600, -0.291], [0.257, 0.159, 0.130], [0.088, -0.222, 0.061], [-0.104, -0.129, 0.114], [0.240, 0.397, -0.374], [0.123, 0.253, -0.178], [-0.259, 0.224, 0.092], [-0.330, 0.538, -0.119], [-0.208, 0.118, 0.149], [0.239, -0.017, 0.093], [0.063, -0.027, -0.239], [-0.065, 0.419, -0.052], [-0.257, 0.226, 0.198], [-0.132, 0.064, -0.328], [-0.121, 0.530, -0.119], [-0.138, -0.010, -0.082], [-0.128, -0.098, 0.294], [0.124, 0.281, -0.048], [-0.851, -0.061, 0.148], [0.250, 0.110, 0.111], [0.524, 0.216, -0.320], [0.248, -0.182, 0.121], [-0.196, 0.354, -0.267], [-0.261, -0.025, 0.176], [0.115, -0.226, -0.236], [-0.255, 0.002, -0.456], [0.283, -0.064, -0.303], [-0.144, -0.303, 0.054], [0.051, -0.026, 0.127], [-0.242, 0.055, -0.145], [0.129, 0.201, 0.124], [-0.051, -0.087, 0.203], [-0.045, -0.131, -0.614], [0.104, -0.198, 0.300], [-0.520, -0.150, 0.242], [0.205, 0.628, 0.438], [0.046, 0.296, 0.153], [-0.488, -0.169, -0.139], [0.446, -0.029, -0.394], [-0.208, 0.289, 0.121], [-0.161, -0.256, -0.347], [1.218, -0.145, -1.303], [-2.308, 1.249, 1.492], [0.743, -0.658, -0.532], [1.490, -0.495, -0.555], [-0.546, -0.236, 0.409], [0.114, 0.204, 0.355], [-0.032, 0.017, -0.016], [0.128, -0.123, 0.003], [0.035, -0.108, 0.014], [0.109, 0.283, 0.246], [-0.068, -0.218, 0.177], [-0.422, -0.101, -0.138], [0.215, 0.102, 0.367], [0.010, 0.583, -0.075], [-0.467, -0.504, -0.213], [0.126, 0.065, 0.248], [-0.079, 0.015, -0.246], [-0.146, -0.100, -0.023]]}